1.
The following is a quantum chemistry calculation of an isolated ion of composition C4H12NOS2 and charge +2, from the Open Molecules 2025 dataset.

Values from the calculation:
HOMO energy (spin up / spin down), eV: -18.33 / -18.28
Spin multiplicity: 2
Total charge: +2
Calculated total energy, eV: -29531.84834

Geometry as XYZ:
```
20
C4H12NOS2, DFT ωB97M-V/def2-TZVPD
N -1.20891 0.81453 -1.71934
C 0.23267 1.10053 -1.35707
C 0.48696 2.57251 -1.63338
O -0.38740 2.89826 -2.68149
C 0.52814 0.58293 0.05139
S 0.12278 -1.26626 0.20708
S -0.47595 -1.70524 2.05144
C 0.96693 -2.17235 2.98165
H -1.87597 1.13707 -1.00331
H -1.43032 -0.15406 -1.98314
H -1.40678 1.38953 -2.55540
H 0.85686 0.52176 -2.04103
H 0.34843 3.24154 -0.76689
H 1.51841 2.77493 -1.91251
H -0.17905 3.66304 -3.21430
H 0.01858 1.12124 0.84809
H 1.60110 0.54259 0.20575
H 0.64402 -2.63919 3.91538
H 1.46598 -1.24397 3.28389
H 1.51227 -2.87565 2.36531
```

Mulliken population analysis, charges in e, atoms 1 to 2:
1. N -0.30
2. C 0.05


2.
The following is a quantum chemistry calculation of one molecule with the formula C4H7ClOS, from the Open Molecules 2025 dataset.

Values from the calculation:
HOMO energy, eV: -9.03
Total charge: 0
Calculated total energy, eV: -29663.27343

Geometry as XYZ:
```
14
C4H7ClOS, DFT ωB97M-V/def2-TZVPD
C 2.62557 -1.55709 1.19228
C 2.57228 -0.59868 0.28741
C -1.19253 1.32264 -0.57716
C 0.00914 0.39504 -0.40127
O 1.89568 2.22019 0.23290
S 1.21058 1.09027 0.83444
Cl 3.33697 -0.30034 -1.14008
H 3.30932 -2.43625 1.03643
H 2.15541 -1.69185 2.04988
H -2.00360 0.81756 -0.98061
H -1.45122 1.65022 0.51305
H -0.84309 2.13966 -1.32386
H 0.65051 0.22491 -1.39139
H -0.19263 -0.51400 0.07751
```

Mulliken population analysis, charges in e, atoms 1 to 2:
1. C -0.62
2. C 0.09


3.
The following is a quantum chemistry calculation of C13H18AgF2N10 as an isolated structure, from the Open Molecules 2025 dataset.

Values from the calculation:
HOMO energy, eV: -4.77
Total charge: -1
Calculated total energy, eV: -38108.90482

Geometry as XYZ:
```
44
C13H18AgF2N10, DFT ωB97M-V/def2-TZVPD
Ag 1.83483 -0.22483 0.44213
N 0.90146 -3.18657 6.08320
C 0.70864 -2.30550 5.35111
N 0.38816 -1.28473 4.58590
C 1.03313 -0.91109 3.53461
N 1.55787 -0.47869 2.58717
F 3.40223 0.52852 -2.08187
C 2.73421 -0.59931 -1.49891
F 1.73062 -0.88665 -2.47168
H 3.45925 -1.40076 -1.64882
N 3.13856 3.63072 -2.35032
C 2.55198 3.46076 -1.11065
C 1.57439 2.46183 -0.93575
N 1.07446 2.19730 0.24608
C 1.46390 2.96339 1.27764
C 2.35459 3.99335 1.07895
N 2.91491 4.24340 -0.11259
H 3.24498 2.76554 -2.86231
H 3.98693 4.17410 -2.30403
H 1.26636 1.84120 -1.76984
H 1.08400 2.70806 2.25835
H 2.65619 4.62581 1.90572
C -1.46365 -0.88734 1.06236
N -0.64400 -0.95706 -0.15229
C -1.18230 -0.01647 -1.13748
N -2.58357 -0.31441 -1.47279
C -3.36052 -0.26684 -0.22893
N -2.87227 -1.20748 0.78301
C -2.91839 -2.55521 0.20653
N -2.12626 -2.67448 -1.02405
C -0.73677 -2.30893 -0.70591
C -2.63810 -1.68975 -1.98428
H -1.39111 0.11962 1.47745
H -1.07228 -1.58818 1.80059
H -0.57310 -0.08172 -2.04032
H -1.10760 0.99321 -0.73049
H -4.40340 -0.50158 -0.45538
H -3.30987 0.74484 0.17831
H -3.95773 -2.80734 -0.01687
H -2.53646 -3.26387 0.94327
H -0.12823 -2.35446 -1.60953
H -0.33604 -3.01461 0.02432
H -3.67545 -1.93655 -2.22309
H -2.04456 -1.74725 -2.89852
```

Mulliken population analysis, charges in e, atoms 1 to 2:
1. Ag -0.05
2. N -0.58


4.
The following is a quantum chemistry calculation of a 6-piece molecular cluster, C32H79Cl2N5 overall, from the Open Molecules 2025 dataset.

Values from the calculation:
HOMO energy, eV: -7.78
Total charge: 0
SMILES: CCN(CC)CC.CCN(CC)CC.CCN(CC)CC.CCN(CC)CC.CCN(CC)CC.ClCCCl
Calculated total energy, eV: -66938.59897

Geometry as XYZ:
```
118
C32H79Cl2N5, DFT ωB97M-V/def2-TZVPD
C 34.31800 41.09000 11.91300
C 35.12600 42.37800 12.25900
N 36.05800 42.29200 13.43800
C 37.13400 43.21100 13.48200
C 36.86800 44.50900 13.12400
C 35.14300 42.39100 14.60300
C 35.85000 42.13700 15.96600
H 33.66100 41.30800 11.15400
H 33.76400 40.71000 12.69300
H 35.08300 40.32200 11.67600
H 34.48800 43.18900 12.18600
H 35.80900 42.61500 11.34600
H 37.81100 42.73600 12.68300
H 38.02100 43.17600 14.19500
H 35.96000 45.20000 12.47300
H 37.90800 44.77500 12.74700
H 36.93000 45.20300 13.82700
H 34.20200 42.01200 14.49700
H 34.88800 43.37600 14.62100
H 35.19800 42.47300 16.58700
H 36.76400 42.67600 16.12500
H 36.19900 41.10700 15.94000
C 34.91800 34.59100 7.69700
C 34.82100 36.11500 7.98600
N 34.23300 36.51200 9.26700
C 34.69700 37.67400 9.97300
C 35.11400 38.77700 9.23100
C 32.75300 36.67400 8.89200
C 31.90100 36.26900 10.15600
H 35.79400 34.58200 7.04400
H 33.94000 34.20900 7.42300
H 35.36200 33.77200 8.47000
H 34.48300 36.55500 6.88800
H 35.95200 36.19000 7.97500
H 35.49600 37.32000 10.51200
H 34.13300 37.85000 10.93000
H 35.51700 38.82000 8.26700
H 35.96800 39.23400 9.68400
H 34.26700 39.37300 9.21000
H 32.46900 35.88200 7.96100
H 32.48700 37.80200 8.55100
H 30.93200 36.05100 9.90700
H 31.89700 37.07800 10.83200
H 32.33300 35.32700 10.37300
C 25.13400 42.50700 10.46000
C 25.80600 43.68600 11.13800
N 26.04200 44.85900 10.14100
C 24.90300 45.68300 10.02100
C 24.10600 46.04700 10.99500
C 27.22200 45.49100 10.50800
C 28.53900 44.77000 10.25000
H 25.13600 41.66700 11.02200
H 25.65000 42.04100 9.65500
H 24.16600 42.74500 10.08600
H 26.66700 43.21900 11.40500
H 25.16500 43.93300 11.92400
H 24.17700 44.97100 9.39800
H 25.16800 46.33000 9.27400
H 23.94200 45.65900 12.02900
H 23.12300 46.10600 10.25700
H 24.41000 47.05200 11.43000
H 27.25300 45.82700 11.63500
H 27.34500 46.40200 9.97300
H 29.48300 45.49300 10.46800
H 28.84000 44.39400 9.30800
H 28.53500 43.75700 10.72700
C 32.51400 44.02900 13.31700
C 32.73300 45.52500 12.96300
N 31.89700 46.30900 13.85700
C 32.32500 47.45500 14.55700
C 33.28000 48.26400 14.01800
C 30.75300 46.91900 12.95300
C 29.43000 47.21900 13.77400
H 32.81500 43.89700 14.36600
H 33.06100 43.38100 12.66000
H 31.35000 43.83300 13.26600
H 32.74000 45.81900 11.89700
H 33.63500 45.65200 13.32600
H 32.84400 46.79200 15.10500
H 31.58700 47.73100 15.37900
H 33.91200 48.19700 13.15400
H 34.07300 48.51400 14.67900
H 32.70800 49.10700 13.56700
H 30.56200 46.30600 12.18800
H 31.14700 47.80300 12.43600
H 29.16500 46.20300 14.25700
H 28.60600 47.54200 13.21000
H 29.72900 47.89300 14.42500
C 32.37300 43.58900 7.08800
C 32.99700 42.29100 6.87500
N 32.03100 41.33700 6.19400
C 32.64500 40.49600 5.16000
C 33.91900 39.97700 5.24000
C 31.04000 40.60900 6.98800
C 29.68200 40.72400 6.22100
H 31.47500 43.64100 7.64600
H 32.02400 44.16600 6.15600
H 33.10000 44.25500 7.70300
H 33.34700 41.70000 7.80200
H 33.95100 42.54900 6.31700
H 32.79100 41.13900 4.36900
H 31.90800 39.84900 4.73900
H 34.73400 40.11900 5.93900
H 34.30300 40.29500 4.31300
H 33.76700 38.93100 5.49800
H 30.87200 41.30200 7.78800
H 31.45900 39.69900 7.23900
H 29.51200 40.10900 5.38900
H 29.75800 41.72000 5.83100
H 28.88100 40.37600 6.80600
Cl 31.20800 39.64300 11.92600
C 29.83000 40.82100 12.01500
C 29.81000 41.71800 10.76000
Cl 31.32600 42.59000 10.66600
H 29.80200 41.06800 13.04600
H 28.89900 40.24700 11.98900
H 29.12400 42.47500 10.46100
H 29.80600 41.02800 9.83400
```

Mulliken population analysis, charges in e, atoms 1 to 2:
1. C -0.86
2. C -0.50


One value per record, in order, for maximum force: 1.8; 6.0; 0.7; 11.6 eV/Å.
One value per record, in order, for energy above the lowest of the compared OMol25 structures with the same formula, charge and spin: 0.485; 3.285; 0.260; 19.211 eV.